Record 1
The following is a quantum chemistry calculation of a 2-piece molecular cluster, C2H8O overall, from the OMol25 dataset.

```
11
Properties=species:S:1:pos:R:3:lowdin_charge:R:1
C -0.50 1.05 1.71 -0.0831
H -1.16 0.58 0.89 0.0294
H 0.33 0.45 1.98 -0.0172
H -0.30 2.18 1.54 0.0447
H -1.06 1.30 2.69 0.0300
C 0.36 -1.01 -1.13 -0.1751
O 0.20 -0.52 -2.47 -0.1331
H -0.70 -0.79 -0.75 0.0805
H 1.09 -0.32 -0.58 0.0864
H 0.71 -2.09 -1.05 0.0910
H 1.02 -0.83 -2.81 0.0464
```

## Properties
HOMO level (Eh): -0.3833
Energy relative to the best compared isomer or geometry (same formula, charge and spin) (kcal per mole): 30.1
Frontier orbital gap (eV): 11.410
Structure (SMILES): CO.C

***

Record 2
The following is a quantum chemistry calculation of a 2-piece molecular cluster, C4H12N4 overall, from the OMol25 dataset.

```
20
Properties=species:S:1:pos:R:3:lowdin_charge:R:1
C -1.57 1.77 1.05 -0.1630
N 1.15 1.81 1.27 0.0824
C 0.51 1.81 0.05 -0.3440
N -0.74 1.76 -0.15 -0.0399
H -1.53 0.80 1.57 0.0584
H -2.60 1.97 0.76 0.0634
H -1.24 2.53 1.76 0.0732
H 0.69 1.25 1.99 0.0820
H 2.12 1.60 1.23 0.0759
H 1.17 1.89 -0.81 0.1065
C -0.56 -2.06 0.59 -0.1628
N -0.09 -1.75 -2.08 0.0857
C 0.90 -1.58 -1.14 -0.3365
N 0.77 -1.68 0.12 -0.0410
H -0.50 -2.33 1.64 0.0644
H -0.97 -2.90 0.03 0.0747
H -1.26 -1.22 0.48 0.0564
H -1.01 -1.46 -1.79 0.0732
H 0.13 -1.43 -3.01 0.0837
H 1.89 -1.37 -1.53 0.1073
```

## Properties
HOMO level (Eh): -0.3344
Energy relative to the best compared isomer or geometry (same formula, charge and spin) (kcal per mole): 20.6
Frontier orbital gap (eV): 10.060
Structure (SMILES): C/N=C\N.C/N=C\N

***

Record 3
The following is a quantum chemistry calculation of C4H2ClF3 as an isolated structure, from the OMol25 dataset.

```
10
Properties=species:S:1:pos:R:3:lowdin_charge:R:1
C 0.74 -0.08 0.02 0.0658
C -0.43 0.34 -0.50 0.0610
C 1.53 0.55 -1.03 -0.2294
C 0.23 1.08 -1.65 -0.7892
F 2.67 1.14 -0.95 0.1778
F 2.07 -0.95 -2.27 -0.3201
F -0.08 0.67 -2.89 0.0504
Cl 0.07 2.85 -1.59 0.7285
H 1.03 -0.67 0.87 0.1278
H -1.46 0.26 -0.22 0.1274
```

## Properties
HOMO level (Eh): -0.4088
Energy relative to the best compared isomer or geometry (same formula, charge and spin) (kcal per mole): 53.4
Frontier orbital gap (eV): 10.064

***

Record 4
The following is a quantum chemistry calculation of one molecule with the formula C4H7NO, from the OMol25 dataset.

```
13
Properties=species:S:1:pos:R:3:lowdin_charge:R:1
O 1.98 0.68 0.23 -0.0169
C 0.90 0.23 -0.52 -0.3536
C 0.27 -1.15 -0.15 -0.0925
C -1.05 -0.46 0.01 -0.2537
N -0.88 0.57 1.04 0.0201
C -0.46 0.93 -0.34 -0.1520
H 1.65 0.75 1.13 0.0920
H 1.20 0.28 -1.58 0.1481
H 0.68 -1.58 0.76 0.1161
H 0.29 -1.86 -0.96 0.1035
H -2.04 -0.87 -0.28 0.1436
H -1.86 0.50 1.35 0.1078
H -0.71 1.94 -0.71 0.1376
```

## Properties
HOMO level (Eh): -0.3282
Energy relative to the best compared isomer or geometry (same formula, charge and spin) (kcal per mole): 79.9
Frontier orbital gap (eV): 9.983
Structure (SMILES): O[C@H]1C[C@H]2N[C@@H]12

***

Record 5
The following is a quantum chemistry calculation of a 2-piece molecular cluster, C4H10O2S2 overall, from the OMol25 dataset.

```
18
Properties=species:S:1:pos:R:3:mulliken_spin:R:1
O 2.71 1.82 -1.47 -0.0263
C 1.65 1.45 -1.88 0.0443
O 1.54 0.51 -2.84 -0.0158
C 0.31 2.00 -1.47 -0.0034
H 2.45 0.20 -3.03 0.0021
H -0.50 1.33 -1.69 0.0004
H 0.17 2.98 -1.94 -0.0015
H 0.37 2.18 -0.40 0.0024
C -2.36 0.45 2.89 0.0822
C -1.33 0.17 1.80 -0.0363
S -1.52 -1.48 1.07 0.4371
S 0.44 -1.65 0.09 0.5143
H -2.22 -0.14 3.79 0.0068
H -3.34 0.24 2.48 0.0207
H -2.35 1.52 3.15 -0.0450
H -0.31 0.24 2.20 -0.0138
H -1.39 0.88 0.98 0.0239
H 1.11 -2.17 1.13 0.0078
```

## Properties
<S²>: 0.754
Total charge: -1
HOMO level (spin up / spin down) (Eh): -0.0029 / -0.1396
Energy relative to the best compared isomer or geometry (same formula, charge and spin) (kcal per mole): 0.0
2S+1: 2
Frontier orbital gap (spin up / spin down) (eV): 3.390 / 7.061

***

Record 6
The following is a quantum chemistry calculation of C33H45FN9OPtS3Si as an isolated structure, from the OMol25 dataset.

```
94
Properties=species:S:1:pos:R:3:lowdin_charge:R:1
Pt 1.40 -0.10 0.21 1.1813
C 5.27 1.07 1.16 -0.1442
Si 4.13 1.27 -0.30 0.4690
C 4.61 2.66 -1.44 -0.1307
C 4.12 -0.35 -1.25 -0.1642
N 2.37 1.66 0.10 -0.1734
C 2.02 2.94 0.46 -0.3291
C 2.95 3.78 1.13 -0.0351
C 2.66 5.08 1.47 -0.0207
C 1.40 5.61 1.17 0.0023
C 0.45 4.84 0.52 0.0296
C 0.78 3.55 0.16 -0.2194
F -0.13 2.86 -0.54 0.0486
H 6.29 1.07 0.76 0.0678
H 5.13 0.11 1.66 0.0204
H 5.23 1.86 1.90 0.0349
H 5.18 2.26 -2.27 0.0553
H 5.25 3.39 -0.93 0.0563
H 3.76 3.21 -1.84 0.0421
H 5.16 -0.64 -1.39 0.0656
H 3.68 -0.25 -2.24 0.0385
H 3.64 -1.20 -0.75 0.0014
H 3.92 3.37 1.38 0.0931
H 3.40 5.69 1.97 0.1297
H 1.16 6.63 1.45 0.1329
H -0.52 5.23 0.26 0.1394
C 2.87 1.15 3.35 -0.0720
C 3.03 -0.25 2.88 -0.6246
N 2.51 -0.80 1.79 -0.1247
C 2.74 -2.18 1.75 -0.3115
C 3.50 -2.64 2.77 -0.2627
S 3.90 -1.36 3.82 1.2131
C 2.08 -2.93 0.70 -0.3337
C 2.12 -4.26 0.45 -0.2621
S 1.13 -4.64 -0.88 1.2274
C 0.68 -3.01 -1.07 -0.5949
N 1.25 -2.22 -0.16 -0.1056
C -0.26 -2.63 -2.16 -0.0558
H 2.50 1.81 2.57 0.0323
H 3.82 1.54 3.72 0.1012
H 2.16 1.17 4.18 0.1054
H 3.82 -3.65 2.96 0.1071
H 2.67 -5.02 0.97 0.1067
H -0.44 -3.48 -2.81 0.0968
H 0.16 -1.82 -2.76 0.0683
H -1.21 -2.30 -1.75 0.0798
C -5.61 -1.67 4.39 -0.0753
C -4.73 -0.75 3.54 -0.2248
C -3.28 -1.15 3.69 -0.1317
N -2.35 -0.23 2.97 0.0716
C -1.41 -0.53 2.11 -0.6649
S -0.20 0.70 1.82 0.8440
N -1.29 -1.72 1.50 0.1331
C -2.23 -2.74 1.08 -0.3680
O -1.75 -3.82 0.88 0.1407
C -3.63 -2.35 0.86 -0.1844
C -4.62 -3.32 1.07 0.0038
C -5.94 -3.01 0.82 -0.0298
C -6.28 -1.76 0.33 -0.0340
C -5.30 -0.80 0.09 -0.0587
C -3.97 -1.09 0.37 -0.0519
H -6.66 -1.42 4.25 0.0883
H -5.38 -1.58 5.45 0.0851
H -5.48 -2.71 4.10 0.0782
H -4.85 0.29 3.87 0.1241
H -5.03 -0.79 2.49 0.0705
H -3.09 -2.16 3.34 0.1195
H -2.98 -1.10 4.74 0.1429
H -2.36 0.72 3.30 0.1512
H -0.37 -1.93 1.15 0.0744
H -4.33 -4.30 1.43 0.1350
H -6.71 -3.75 1.00 0.1257
H -7.31 -1.52 0.12 0.1247
H -5.57 0.16 -0.32 0.1206
H -3.20 -0.36 0.17 0.0946
C -1.52 -0.06 -5.56 -0.0570
C -0.53 1.10 -5.58 -0.3979
C 0.91 0.61 -5.67 -0.0626
C -0.73 2.05 -4.40 -0.0681
N -0.51 1.38 -3.10 -0.0472
C 0.61 1.15 -2.44 -0.1004
N 0.29 0.44 -1.37 -0.1910
N -1.04 0.27 -1.38 0.0196
N -1.53 0.83 -2.41 0.1406
H -1.39 -0.68 -6.44 0.0945
H -2.56 0.29 -5.55 0.0920
H -1.38 -0.70 -4.68 0.0591
H -0.74 1.72 -6.45 0.1525
H 1.17 -0.05 -4.84 0.0627
H 1.62 1.44 -5.71 0.0882
H 1.05 0.02 -6.58 0.0961
H -1.75 2.44 -4.35 0.1412
H -0.04 2.89 -4.43 0.1398
H 1.60 1.46 -2.75 0.1517
```

## Properties
Total charge: +3
HOMO level (Eh): -0.5856
Frontier orbital gap (eV): 4.964

***

Asked for max |F| across the records above, the calculation gives 3.92 0.52 3.68 2.15 2.89 0.41 eV/Å in order.
Asked for energy across the records above, the calculation gives -4249.796 -10302.380 -24851.595 -7796.181 -30075.954 -96734.681 eV in order.